Entry 1:
{
  "formula": "C10H16O",
  "method": "ωB97M-V/def2-TZVPD",
  "charge": 0,
  "smiles": "Cc1ccc(O)cc1.CCC",
  "max_force_ev_per_a": 0.87,
  "homo_lumo_gap_ev": 9.296,
  "e_lumo_ev": 0.853,
  "total_energy_ev": -12676.893,
  "elements": ["C", "C", "C", "H", "H", "H", "H", "H", "H", "H", "H", "C", "C", "C", "C", "C", "C", "C", "O", "H", "H", "H", "H", "H", "H", "H", "H"],
  "xyz": [[1.71, 1.06, -1.97], [2.44, 0.94, -0.65], [0.64, 2.15, -1.95], [2.41, 1.21, -2.80], [1.24, 0.10, -2.19], [3.26, 0.22, -0.69], [0.74, 2.78, -1.07], [0.78, 2.84, -2.80], [1.79, 0.73, 0.19], [2.96, 1.87, -0.37], [-0.38, 1.77, -1.99], [0.31, 0.27, 2.65], [-1.07, -2.56, 0.53], [-2.04, -1.94, -0.24], [-0.33, -1.88, 1.48], [-0.55, -0.51, 1.69], [-2.32, -0.60, 0.03], [-1.58, 0.08, 0.99], [-2.70, -2.65, -1.20], [-0.92, -3.63, 0.42], [0.41, -2.45, 2.03], [-3.11, -0.10, -0.52], [-3.50, -2.16, -1.44], [0.35, -0.19, 3.65], [-0.09, 1.28, 2.72], [-1.82, 1.12, 1.19], [1.34, 0.25, 2.29]]
}

Entry 2:
{
  "formula": "C20H46GdP4Se",
  "method": "ωB97M-V/def2-TZVPD",
  "multiplicity": 8,
  "charge": 3,
  "max_force_ev_per_a": 2.08,
  "homo_lumo_gap_ev": [6.853, 4.681],
  "e_lumo_ev": [-10.005, -12.173],
  "total_energy_ev": -144794.539,
  "elements": ["Gd", "P", "P", "P", "H", "C", "C", "H", "C", "C", "C", "C", "C", "C", "C", "C", "C", "H", "H", "H", "H", "H", "H", "H", "H", "H", "H", "H", "H", "H", "H", "H", "H", "H", "H", "H", "H", "H", "H", "H", "H", "H", "H", "H", "H", "H", "C", "C", "C", "C", "C", "C", "Se", "H", "H", "H", "H", "H", "H", "C", "P", "C", "C", "H", "H", "H", "H", "H", "H", "H", "H", "H"],
  "xyz": [[-1.21, -0.26, -0.37], [-1.40, -2.37, 1.33], [1.49, -0.60, 2.25], [1.38, -1.62, -1.12], [-3.30, 2.62, -4.11], [-3.24, 1.53, -4.25], [-2.87, 0.59, -3.35], [-2.43, 0.93, -2.36], [-2.87, -2.19, 2.42], [-0.53, -3.68, 2.23], [-2.11, -3.37, -0.05], [2.78, 0.70, 2.36], [0.88, -0.57, 3.98], [2.63, -2.04, 2.37], [1.13, -1.67, -2.95], [1.86, -3.38, -0.85], [3.08, -0.89, -1.16], [-3.62, 1.26, -5.26], [-3.01, -0.49, -3.47], [-3.67, -1.65, 1.90], [-2.58, -1.64, 3.32], [-3.23, -3.19, 2.71], [-0.10, -3.31, 3.17], [0.26, -4.13, 1.62], [-1.24, -4.48, 2.49], [-2.66, -2.75, -0.77], [-2.81, -4.09, 0.40], [-1.32, -3.92, -0.56], [3.49, 0.48, 3.17], [2.34, 1.69, 2.53], [3.33, 0.72, 1.41], [1.71, -0.72, 4.70], [0.13, -1.36, 4.13], [0.41, 0.40, 4.19], [3.24, -1.97, 3.29], [3.32, -2.05, 1.51], [2.06, -2.97, 2.38], [2.03, -2.12, -3.39], [0.99, -0.65, -3.34], [0.25, -2.28, -3.20], [2.42, -3.73, -1.72], [0.97, -4.00, -0.72], [2.49, -3.49, 0.04], [3.57, -1.22, -2.08], [3.69, -1.21, -0.31], [3.04, 0.21, -1.17], [1.01, 2.95, -2.38], [-0.22, 3.14, -3.02], [-0.25, 3.18, -4.41], [0.98, 3.23, -5.13], [2.19, 3.30, -4.44], [2.22, 3.11, -3.05], [1.00, 1.96, -0.61], [0.46, 0.94, -1.55], [-1.15, 3.06, -2.44], [-1.22, 3.11, -4.94], [0.93, 3.23, -6.20], [3.12, 3.47, -4.99], [3.14, 3.05, -2.46], [-0.28, 2.84, 2.79], [-1.42, 1.63, 1.99], [-2.50, 1.31, 3.45], [-2.45, 2.90, 1.13], [0.33, 2.39, 3.58], [-0.86, 3.66, 3.24], [0.39, 3.26, 2.03], [-3.04, 2.23, 3.72], [-1.95, 0.96, 4.33], [-3.24, 0.55, 3.18], [-2.70, 3.70, 1.83], [-1.89, 3.33, 0.29], [-3.37, 2.43, 0.75]]
}

Entry 3:
{
  "formula": "C55H29F9FeI4N4O2Te",
  "method": "ωB97M-V/def2-TZVPD",
  "multiplicity": 6,
  "charge": -1,
  "max_force_ev_per_a": 4.41,
  "homo_lumo_gap_ev": [4.808, 5.232],
  "e_lumo_ev": [1.625, 0.802],
  "total_energy_ev": -166100.549,
  "elements": ["Fe", "I", "C", "C", "C", "C", "C", "C", "C", "C", "C", "C", "C", "C", "C", "C", "C", "C", "I", "C", "C", "C", "N", "C", "C", "C", "C", "C", "C", "I", "C", "C", "C", "C", "C", "C", "N", "C", "C", "C", "C", "C", "N", "C", "C", "C", "C", "I", "C", "C", "C", "C", "N", "H", "H", "H", "H", "H", "H", "H", "H", "H", "H", "H", "H", "H", "H", "H", "H", "H", "H", "H", "H", "H", "H", "H", "H", "O", "C", "F", "C", "F", "F", "C", "O", "C", "F", "F", "F", "C", "F", "F", "F", "Te", "C", "C", "C", "C", "C", "C", "H", "H", "H", "H", "H"],
  "xyz": [[0.14, -0.06, 0.30], [-5.96, -7.67, 0.44], [-4.78, -5.91, 0.35], [-3.76, -5.73, 1.26], [-2.99, -4.58, 1.19], [-3.23, -3.61, 0.23], [-4.27, -3.82, -0.67], [-5.04, -4.96, -0.62], [-2.34, -2.43, 0.19], [-1.24, -2.46, -0.68], [-1.07, -3.35, -1.76], [0.29, -3.42, -1.99], [0.91, -2.59, -1.03], [2.26, -2.63, -0.56], [2.91, -3.89, -0.29], [2.51, -5.12, -0.86], [2.98, -6.33, -0.40], [3.88, -6.36, 0.64], [4.53, -8.24, 1.41], [4.33, -5.19, 1.21], [3.86, -3.98, 0.75], [2.83, -1.40, -0.17], [2.09, -0.26, 0.00], [2.97, 0.79, -0.01], [2.60, 2.17, 0.14], [3.43, 3.14, -0.56], [3.61, 4.48, -0.20], [4.42, 5.33, -0.92], [5.08, 4.87, -2.04], [6.37, 6.16, -3.12], [4.89, 3.57, -2.47], [4.07, 2.73, -1.75], [1.55, 2.44, 1.04], [1.36, 3.56, 1.89], [0.40, 3.23, 2.80], [-0.05, 1.93, 2.47], [0.65, 1.46, 1.39], [-1.07, 1.25, 3.16], [-1.71, 0.12, 2.68], [-2.64, -0.71, 3.34], [-3.04, -1.70, 2.48], [-2.35, -1.56, 1.27], [-1.55, -0.37, 1.35], [-1.54, 1.81, 4.43], [-0.67, 2.05, 5.49], [-1.13, 2.55, 6.69], [-2.48, 2.82, 6.84], [-3.20, 3.58, 8.68], [-3.37, 2.61, 5.80], [-2.90, 2.11, 4.60], [4.28, 0.30, -0.13], [4.20, -1.07, -0.22], [-0.03, -1.88, -0.35], [-3.55, -6.48, 2.02], [-2.18, -4.45, 1.89], [-4.48, -3.09, -1.43], [-5.83, -5.11, -1.34], [-1.86, -3.85, -2.28], [0.78, -3.94, -2.79], [1.79, -5.13, -1.65], [2.62, -7.25, -0.85], [5.03, -5.21, 2.04], [4.17, -3.08, 1.25], [3.14, 4.89, 0.68], [4.54, 6.36, -0.61], [5.36, 3.21, -3.37], [3.90, 1.73, -2.12], [1.89, 4.49, 1.88], [0.01, 3.84, 3.59], [-2.94, -0.59, 4.36], [-3.72, -2.50, 2.70], [0.38, 1.82, 5.37], [-0.45, 2.71, 7.51], [-4.41, 2.83, 5.92], [-3.58, 1.96, 3.78], [5.17, 0.91, -0.13], [5.01, -1.76, -0.37], [-2.11, 1.79, 0.57], [-1.66, 0.67, 0.40], [-1.82, -0.74, -3.41], [-3.00, -0.34, -2.94], [-3.64, -1.43, -2.53], [-3.69, 0.14, -3.98], [-2.83, 0.67, -1.77], [-1.87, 0.08, -0.96], [-4.22, 0.81, -1.06], [-4.39, -0.17, -0.18], [-5.21, 0.69, -1.96], [-4.42, 1.95, -0.44], [-2.43, 2.05, -2.38], [-1.55, 2.74, -1.69], [-1.90, 1.89, -3.60], [-3.50, 2.83, -2.56], [0.72, 0.75, -2.09], [1.12, 2.41, -3.41], [1.19, 3.73, -2.99], [1.46, 4.74, -3.89], [1.66, 4.45, -5.23], [1.59, 3.13, -5.66], [1.32, 2.12, -4.76], [1.01, 3.97, -1.94], [1.52, 5.77, -3.56], [1.87, 5.23, -5.94], [1.73, 2.88, -6.70], [1.26, 1.09, -5.08]]
}

Entry 4:
{
  "formula": "C24H50N2O10S",
  "method": "ωB97M-V/def2-TZVPD",
  "charge": 0,
  "smiles": "O=S1(=O)OCCO1.CNC(C)=O.CNC(C)=O.C1CCOC1.C1CCOC1.C1CCOC1.C1CCOC1",
  "max_force_ev_per_a": 1.18,
  "homo_lumo_gap_ev": 9.153,
  "e_lumo_ev": 0.021,
  "total_energy_ev": -59987.423,
  "elements": ["C", "C", "O", "N", "C", "H", "H", "H", "H", "H", "H", "H", "C", "C", "O", "N", "C", "H", "H", "H", "H", "H", "H", "H", "C", "C", "O", "S", "O", "O", "O", "H", "H", "H", "H", "C", "C", "C", "O", "C", "H", "H", "H", "H", "H", "H", "H", "H", "C", "C", "C", "O", "C", "H", "H", "H", "H", "H", "H", "H", "H", "C", "C", "C", "O", "C", "H", "H", "H", "H", "H", "H", "H", "H", "C", "C", "C", "O", "C", "H", "H", "H", "H", "H", "H", "H", "H"],
  "xyz": [[0.79, 1.56, 0.60], [0.10, 0.25, 0.30], [-1.04, 0.21, -0.12], [0.86, -0.87, 0.50], [0.44, -2.18, 0.09], [1.47, 1.49, 1.46], [-0.01, 2.28, 0.74], [1.41, 1.89, -0.23], [1.80, -0.75, 0.82], [0.74, -2.46, -0.92], [-0.65, -2.24, 0.11], [0.80, -2.95, 0.78], [-3.82, -4.13, -0.44], [-5.00, -3.37, -0.99], [-6.13, -3.82, -0.93], [-4.72, -2.16, -1.55], [-3.40, -1.58, -1.77], [-3.03, -4.26, -1.18], [-4.14, -5.14, -0.19], [-3.37, -3.61, 0.40], [-5.51, -1.62, -1.86], [-3.09, -1.01, -0.90], [-3.48, -0.89, -2.61], [-2.62, -2.31, -1.97], [0.56, -1.67, 4.45], [1.89, -1.64, 3.73], [2.11, -0.23, 3.51], [1.62, 0.56, 4.80], [0.87, 1.68, 4.37], [2.71, 0.72, 5.68], [0.65, -0.57, 5.38], [0.39, -2.59, 4.98], [-0.25, -1.44, 3.75], [1.79, -2.15, 2.77], [2.74, -2.00, 4.31], [1.20, -4.87, -2.98], [1.18, -5.86, -1.81], [-0.21, -5.63, -1.22], [-1.04, -5.47, -2.33], [-0.32, -4.64, -3.26], [1.69, -5.31, -3.84], [1.68, -3.91, -2.79], [1.97, -5.76, -1.07], [1.20, -6.88, -2.20], [-0.23, -4.77, -0.53], [-0.54, -6.47, -0.60], [-0.57, -3.60, -3.05], [-0.63, -4.90, -4.27], [-3.00, 5.09, 3.11], [-2.02, 4.18, 3.85], [-1.41, 3.47, 2.68], [-1.16, 4.51, 1.73], [-2.17, 5.53, 1.89], [-3.39, 5.90, 3.73], [-3.87, 4.52, 2.79], [-2.45, 3.52, 4.60], [-1.26, 4.79, 4.34], [-2.11, 2.72, 2.27], [-0.46, 2.96, 2.87], [-2.78, 5.55, 0.99], [-1.65, 6.46, 2.09], [1.80, -0.66, -4.49], [1.08, -0.21, -3.22], [-0.38, -0.42, -3.62], [-0.41, -1.55, -4.48], [0.87, -1.72, -5.11], [2.81, -1.02, -4.30], [1.96, 0.16, -5.20], [1.36, 0.78, -2.88], [1.35, -0.90, -2.42], [-0.69, 0.47, -4.19], [-1.06, -0.54, -2.79], [0.73, -1.51, -6.17], [1.24, -2.74, -4.97], [1.96, 4.85, 0.35], [3.29, 4.14, 0.22], [4.27, 5.22, 0.64], [3.60, 6.00, 1.62], [2.19, 5.84, 1.50], [1.06, 4.26, 0.50], [1.72, 5.42, -0.55], [3.46, 3.79, -0.80], [3.40, 3.29, 0.90], [4.57, 5.86, -0.20], [5.16, 4.80, 1.12], [1.73, 6.80, 1.27], [1.79, 5.47, 2.45]]
}

Entry 5:
{
  "formula": "C36H42Cl9N2O2S2",
  "method": "ωB97M-V/def2-TZVPD",
  "charge": 1,
  "max_force_ev_per_a": 7.08,
  "homo_lumo_gap_ev": 8.469,
  "e_lumo_ev": -2.423,
  "total_energy_ev": -179446.658,
  "elements": ["C", "C", "C", "C", "N", "C", "C", "S", "C", "O", "O", "C", "N", "C", "S", "C", "Cl", "C", "C", "H", "H", "H", "H", "H", "H", "H", "H", "H", "H", "H", "H", "H", "H", "H", "H", "H", "H", "H", "H", "H", "H", "H", "H", "H", "H", "Cl", "C", "C", "Cl", "C", "C", "C", "C", "H", "H", "H", "H", "Cl", "C", "C", "Cl", "C", "C", "C", "C", "H", "H", "H", "H", "Cl", "C", "C", "Cl", "C", "C", "C", "C", "H", "H", "H", "H", "Cl", "C", "C", "Cl", "C", "C", "C", "C", "H", "H", "H", "H"],
  "xyz": [[-2.23, -1.16, 2.05], [-3.55, -0.18, 1.86], [-3.19, 1.43, 1.86], [-1.95, 1.82, 0.83], [-2.00, 1.07, -0.49], [-0.90, 1.47, -1.44], [-0.90, 0.15, -2.48], [-2.56, -0.51, -3.07], [-3.52, -1.49, -1.79], [-2.21, -1.53, -4.23], [-3.35, 0.63, -3.75], [0.03, -0.83, -1.49], [0.79, 0.01, -0.45], [0.67, 1.46, -0.96], [2.02, 1.44, -2.31], [1.23, 2.67, 0.00], [2.08, 3.88, -1.18], [2.30, 2.20, 1.15], [3.88, 2.47, 0.77], [-1.21, -0.58, 2.13], [-2.33, -1.78, 3.07], [-2.17, -1.93, 1.17], [-4.15, -0.48, 0.88], [-4.28, -0.44, 2.76], [-2.85, 1.71, 2.97], [-4.11, 2.11, 1.57], [-1.83, 2.98, 0.66], [-0.96, 1.47, 1.38], [-2.95, 1.35, -0.90], [-1.16, 2.42, -2.07], [-0.33, 0.29, -3.52], [-4.20, -2.25, -2.38], [-2.87, -1.98, -0.95], [-4.28, -0.72, -1.29], [-0.77, -1.41, -0.86], [0.62, -1.67, -2.06], [1.79, -0.34, -0.35], [0.24, -0.14, 0.42], [3.05, 0.55, -1.95], [0.40, 3.30, 0.53], [2.20, 1.09, 1.50], [2.08, 2.87, 2.11], [4.18, 1.89, -0.20], [4.53, 2.03, 1.68], [4.16, 3.63, 0.74], [-6.17, -1.35, -0.53], [-6.56, -2.65, 0.53], [-7.20, -2.44, 1.76], [-7.66, -0.88, 2.32], [-7.48, -3.54, 2.59], [-7.14, -4.83, 2.19], [-6.51, -5.03, 0.96], [-6.22, -3.94, 0.13], [-7.97, -3.39, 3.55], [-7.36, -5.68, 2.83], [-6.24, -6.04, 0.64], [-5.73, -4.11, -0.82], [4.81, 1.05, -8.01], [3.60, -0.03, -7.42], [3.35, -0.20, -6.05], [4.23, 0.65, -4.83], [2.36, -1.10, -5.64], [1.62, -1.81, -6.58], [1.86, -1.63, -7.94], [2.85, -0.74, -8.36], [2.16, -1.24, -4.58], [0.85, -2.51, -6.25], [1.28, -2.19, -8.67], [3.04, -0.61, -9.42], [1.92, 5.90, 2.98], [3.60, 6.03, 3.37], [4.34, 4.94, 3.84], [3.65, 3.37, 4.07], [5.70, 5.10, 4.15], [6.31, 6.35, 3.98], [5.57, 7.43, 3.50], [4.22, 7.27, 3.20], [6.28, 4.27, 4.52], [7.36, 6.47, 4.22], [6.05, 8.40, 3.37], [3.65, 8.12, 2.83], [2.53, -1.72, 0.75], [2.14, -3.02, 1.82], [1.50, -2.82, 3.05], [1.04, -1.25, 3.61], [1.22, -3.91, 3.88], [1.56, -5.20, 3.48], [2.19, -5.41, 2.25], [2.48, -4.32, 1.42], [0.73, -3.76, 4.84], [1.34, -6.05, 4.12], [2.46, -6.41, 1.93], [2.97, -4.49, 0.47]]
}

Entry 6:
{
  "formula": "C4H8N2O2",
  "method": "ωB97M-V/def2-TZVPD",
  "charge": 0,
  "smiles": "C=[N+]([O-])O.CCC#N",
  "max_force_ev_per_a": 4.47,
  "homo_lumo_gap_ev": 9.518,
  "e_lumo_ev": 0.669,
  "total_energy_ev": -11347.477,
  "elements": ["C", "C", "C", "C", "N", "N", "O", "O", "H", "H", "H", "H", "H", "H", "H", "H"],
  "xyz": [[0.72, -0.24, 0.60], [1.34, 2.05, 0.69], [1.60, 0.73, -0.02], [-1.37, -0.48, -0.61], [0.32, -0.90, 1.46], [-1.62, -1.70, -0.84], [-2.51, -2.31, 0.07], [-1.21, -2.53, -1.72], [0.32, 2.33, 0.77], [1.97, 2.73, 0.14], [1.76, 2.09, 1.67], [1.39, 0.92, -1.19], [2.68, 0.43, 0.10], [-2.03, 0.02, 0.05], [-0.89, 0.20, -1.37], [-2.45, -3.33, 0.20]]
}